{
  "formula": "C4H12N2O",
  "method": "the ωB97M-V functional and the def2-TZVPD basis",
  "symbols": ["O", "N", "N", "C", "C", "C", "C", "H", "H", "H", "H", "H", "H", "H", "H", "H", "H", "H", "H"],
  "coordinates": [[1.75626, 0.52252, 1.20736], [-0.82866, 0.17980, 0.43989], [-3.10123, 0.73696, 0.72262], [2.73641, -0.56504, -0.62264], [-2.10900, 0.33331, -0.24774], [0.22034, -0.27645, -0.44127], [1.52143, -0.56628, 0.28870], [-0.98893, -0.47529, 1.19760], [2.73647, 0.38706, -1.15536], [-2.37149, -0.64918, -0.65315], [-1.99220, 1.04279, -1.07947], [-2.73627, 1.44467, 1.34674], [0.45043, 0.43568, -1.23290], [1.48764, -1.50298, 0.85897], [2.78682, -1.39878, -1.31832], [-0.10442, -1.17501, -1.00239], [-3.93857, 1.08391, 0.27786], [3.59461, -0.44804, 0.01580], [0.88036, 0.89036, 1.39767]],
  "nbo_charge": [-0.739, -0.651, -0.848, -0.624, -0.031, -0.245, 0.092, 0.366, 0.208, 0.149, 0.156, 0.366, 0.195, 0.156, 0.209, 0.166, 0.364, 0.229, 0.482],
  "relative_energy_kcal_mol": 29.5,
  "smiles": "C[C@@H](O)CNCN",
  "total_charge": 0,
  "e_homo_ev": -9.3,
  "lumo_energy_ev": 1.0,
  "gap_ev": 10.4
}